Arrangement w

Here is a single C6H10N2 molecule from the Open Molecules 2025 dataset. Energies are from ωB97M-V/def2-TZVPD.

The geometry in XYZ format:
```
18
Properties=species:S:1:pos:R:3
C 3.268 -0.412 0.031
C 2.122 -0.702 -0.047
C 0.747 -0.928 -0.273
C -0.262 -0.015 -0.033
C -1.731 -0.387 -0.008
N -2.017 -1.805 -0.014
C -0.019 1.366 0.460
N -0.656 2.487 -0.266
H 4.333 -0.259 -0.018
H 0.368 -1.946 -0.286
H -2.148 0.098 0.877
H -2.230 0.040 -0.902
H -1.803 -2.181 0.891
H -2.983 -2.008 -0.146
H -0.333 1.451 1.511
H 1.041 1.608 0.558
H -1.666 2.579 -0.052
H -0.621 2.323 -1.248
```

Computed properties:
Frontier orbital gap, eV: 9.424
HOMO energy, eV: -8.64
Spin multiplicity: 1
SMILES: C#CC=C(CN)CN
Net charge: 0

***

Arrangement x

Here is a single C6H10N2 molecule from the Open Molecules 2025 dataset. Energies are from ωB97M-V/def2-TZVPD.

The geometry in XYZ format:
```
18
Properties=species:S:1:pos:R:3
C 3.712 1.191 -1.337
C 2.717 0.730 -0.859
C 1.473 0.027 -0.383
N 0.966 0.708 0.866
N 0.037 0.035 1.708
C -1.134 -0.446 1.066
C -1.666 0.044 -0.033
C -2.909 -0.552 -0.558
H 4.588 1.636 -1.701
H 0.618 0.172 -1.066
H 1.781 -0.927 -0.224
H 1.756 0.795 1.598
H 0.571 -0.799 2.246
H -1.360 -1.455 1.426
H -1.301 0.756 -0.689
H -3.164 -1.585 -0.323
H -3.768 -0.050 -0.100
H -2.918 -0.280 -1.637
```

Computed properties:
Frontier orbital gap, eV: 8.867
HOMO energy, eV: -8.00
Spin multiplicity: 1
SMILES: C#CCNN/C=C/C
Net charge: 0

***

Which structure loses on stability? arrangement x does.

***

Arrangement w

Here is a single C6H10N2 molecule from the Open Molecules 2025 dataset. Energies are from ωB97M-V/def2-TZVPD.

The geometry in XYZ format:
```
18
Properties=species:S:1:pos:R:3
H 1.108 0.300 -1.746
N 0.108 0.480 -1.881
C -0.454 0.484 -0.713
C -1.953 0.690 -0.666
N 0.259 0.472 0.508
C 0.013 1.528 1.491
C 1.126 -0.564 0.792
C 1.125 -1.626 0.024
C 1.338 -2.661 -0.735
H -2.411 -0.155 -0.145
H -2.203 1.617 -0.145
H -2.364 0.750 -1.677
H -1.007 1.471 1.883
H 0.699 1.458 2.343
H 0.162 2.509 1.026
H 1.624 -0.543 1.755
H 0.849 -2.737 -1.700
H 1.981 -3.472 -0.415
```

Computed properties:
Frontier orbital gap (spin up / spin down), eV: 7.400 / 7.521
HOMO energy (spin up / spin down), eV: -6.73 / -7.44
Spin multiplicity: 1
SMILES: [H]/N=C(/C)N(C)C=C=C
Net charge: 0

***

Arrangement x

Here is a single C6H10N2 molecule from the Open Molecules 2025 dataset. Energies are from ωB97M-V/def2-TZVPD.

The geometry in XYZ format:
```
18
Properties=species:S:1:pos:R:3
H -2.179 1.121 -0.209
N -1.483 1.473 0.445
C -0.546 0.634 0.719
C 0.420 1.007 1.765
C 1.270 0.177 2.356
C -0.535 -0.768 0.259
C 0.583 -0.406 -0.952
C -0.138 0.005 -2.224
N -1.322 -1.712 0.342
H -1.232 -2.492 -0.307
H 0.360 2.051 2.045
H 1.335 -0.867 2.086
H 1.946 0.515 3.125
H 1.387 0.291 -0.722
H 1.073 -1.377 -1.080
H 0.566 0.058 -3.056
H -0.922 -0.705 -2.490
H -0.582 0.996 -2.103
```

Computed properties:
Frontier orbital gap, eV: 9.714
HOMO energy, eV: -9.07
Spin multiplicity: 1
SMILES: [H]/N=C(C=C)\C(CC)=N\[H]
Net charge: 0

***

Which structure loses on stability? arrangement w does.

***

Arrangement w

Here is a 2-piece molecular cluster, C6H10N2 overall from the Open Molecules 2025 dataset. Energies are from ωB97M-V/def2-TZVPD.

The geometry in XYZ format:
```
18
Properties=species:S:1:pos:R:3
C 0.420 1.940 0.689
C 0.788 -1.873 0.707
C 0.615 -0.666 0.153
C 1.664 -0.031 -0.714
C -1.316 0.589 -1.122
C -0.613 0.088 0.133
N 1.035 2.870 0.977
N -1.611 -0.334 1.080
H -0.023 -2.381 1.229
H 1.652 -2.435 0.611
H 2.495 0.574 -0.146
H 2.274 -0.927 -1.103
H 1.221 0.690 -1.379
H -2.147 -0.096 -1.337
H -1.943 1.567 -0.933
H -0.750 0.860 -2.028
H -1.310 -0.642 1.938
H -2.449 0.209 1.244
```

Computed properties:
Frontier orbital gap, eV: 9.512
HOMO energy, eV: -9.77
Spin multiplicity: 1
Net charge: 0

***

Arrangement x

Here is a single C6H10N2 molecule from the Open Molecules 2025 dataset. Energies are from ωB97M-V/def2-TZVPD.

The geometry in XYZ format:
```
18
Properties=species:S:1:pos:R:3
C 1.069 0.971 -0.967
C -1.483 -0.684 -0.720
C 0.051 1.120 0.116
C -0.572 -0.467 0.533
C 1.503 0.063 0.145
C 0.818 -1.221 0.344
N -0.416 2.126 0.748
N -1.221 -0.470 1.692
H -0.219 2.994 0.240
H -1.000 -1.308 2.229
H 0.782 0.483 -1.897
H 1.692 1.845 -1.133
H 2.170 0.455 0.902
H -2.313 0.017 -0.666
H -1.867 -1.702 -0.648
H -0.958 -0.578 -1.669
H 1.136 -1.733 1.250
H 0.827 -1.911 -0.500
```

Computed properties:
Frontier orbital gap (spin up / spin down), eV: 6.861 / 8.346
HOMO energy (spin up / spin down), eV: -7.40 / -8.57
Spin multiplicity: 1
Net charge: 0

***

Arrangement y

Here is a single C6H10N2 molecule from the Open Molecules 2025 dataset. Energies are from ωB97M-V/def2-TZVPD.

The geometry in XYZ format:
```
18
Properties=species:S:1:pos:R:3
C 2.171 -0.186 -0.064
N 1.409 -1.153 -0.027
C 0.025 -0.662 0.428
C -1.312 -1.277 -0.149
C -2.172 -0.036 -0.059
C -1.234 1.358 0.054
C 0.209 0.570 -0.058
N 1.474 1.197 -0.135
H 3.281 -0.379 -0.550
H 0.060 -0.717 1.594
H -1.502 -2.184 0.613
H -1.138 -1.450 -1.288
H -2.768 0.040 0.799
H -3.053 -0.017 -0.895
H -1.499 2.022 -0.911
H -1.133 2.066 1.029
H 0.001 0.209 -1.144
H 1.439 1.497 0.977
```

Computed properties:
Frontier orbital gap, eV: 10.696
HOMO energy, eV: -9.68
Spin multiplicity: 1
SMILES: C1=N[C@@H]2CCC[C@H]2N1
Net charge: 0

***

Arrangement z

Here is C6H10N2 as an isolated structure from the Open Molecules 2025 dataset. Energies are from ωB97M-V/def2-TZVPD.

The geometry in XYZ format:
```
18
Properties=species:S:1:pos:R:3
C -1.467 -0.923 -1.264
C -0.079 -0.429 -0.842
C 0.621 1.387 -0.352
C 0.068 0.144 0.611
C 1.040 -0.499 1.630
C -1.094 0.313 1.362
H -2.272 0.073 -0.914
H -1.703 -1.850 -0.669
H -1.658 -0.705 -2.388
H 0.883 -1.067 -0.795
H 1.091 0.498 -2.410
H 0.691 2.337 0.116
H 1.779 1.252 -0.606
H 0.641 -1.430 2.162
H 0.939 0.615 2.325
H 2.228 -0.745 1.310
N 0.109 0.874 -1.640
N -1.820 0.155 2.364
```

Computed properties:
Frontier orbital gap, eV: 9.937
HOMO energy, eV: -9.64
Spin multiplicity: 1
Net charge: 0

***

Which structure loses on stability? arrangement z does.

***

Arrangement w

Here is a single C2H8N6 molecule from the Open Molecules 2025 dataset. Energies are from ωB97M-V/def2-TZVPD.

The geometry in XYZ format:
```
16
Properties=species:S:1:pos:R:3
N -3.436 -0.649 0.020
N -2.237 0.192 -0.019
C -1.188 -0.502 0.016
N -0.023 0.155 -0.102
N -0.060 1.562 0.171
C 1.212 -0.397 -0.095
N 2.303 0.277 -0.081
N 3.404 -0.677 0.101
H -4.066 -0.216 -0.722
H -3.781 -0.375 0.962
H -1.189 -1.547 0.052
H -0.858 1.899 -0.435
H 0.875 1.909 -0.146
H 1.220 -1.467 0.010
H 4.017 -0.573 -0.790
H 3.982 -0.260 0.911
```

Computed properties:
Frontier orbital gap, eV: 9.582
HOMO energy, eV: -8.44
Spin multiplicity: 1
SMILES: N/N=C/N(N)/C=N/N
Net charge: 0

***

Arrangement x

Here is a single C2H8N6 molecule from the Open Molecules 2025 dataset. Energies are from ωB97M-V/def2-TZVPD.

The geometry in XYZ format:
```
16
Properties=species:S:1:pos:R:3
H -1.939 1.774 0.622
N -0.909 1.986 0.583
C -0.399 0.910 0.166
N -1.037 -0.262 -0.442
N -2.385 -0.383 -0.200
C 1.144 0.879 0.006
N 1.787 1.976 -0.394
H 1.027 2.706 -0.173
N 1.567 -0.487 -0.325
N 1.284 -1.524 0.547
H -0.550 -1.263 -0.505
H -2.364 -0.855 0.663
H -2.922 -0.668 -1.085
H 2.647 -0.569 -0.713
H 1.911 -1.774 1.296
H 1.138 -2.446 -0.044
```

Computed properties:
Frontier orbital gap, eV: 9.551
HOMO energy, eV: -9.01
Spin multiplicity: 1
SMILES: [H]/N=C(NN)/C(=N\[H])NN
Net charge: 0

***

Which structure loses on stability? arrangement x does.